Formula: C38H46As2CaP
Source: the Open Molecules 2025 dataset
Level of theory: ωB97M-V with the def2-TZVPD basis set

The charge is +1. The LUMO energy is -0.088 Eh. The highest occupied orbital energy comes out at -9.96 eV.

Last column: Mulliken charge in e.
CARTESIAN COORDINATES (ANGSTROEM)
Ca1 0.48888 1.08446 -0.21942  1.538
C1 -1.16328 2.68518 1.03699  1.576
C2 -0.49732 3.46214 0.06604  -0.147
C3 0.89330 3.48466 0.39048  -0.028
C4 1.05743 2.74327 1.58600  0.482
C5 -0.20199 2.22916 1.96775  0.526
C6 -0.47900 1.51330 3.26239  -1.530
C7 2.33559 2.60947 2.36245  -1.466
C8 1.92116 4.36713 -0.24268  -1.372
C9 -1.10702 4.27628 -1.03918  -1.757
C10 -2.65245 2.62351 1.23163  -1.605
H1 -1.55118 1.45320 3.45240  0.469
H2 -0.04061 2.05444 4.10330  0.475
H3 -0.08740 0.49158 3.30462  -0.032
H4 2.53128 3.50536 2.95823  0.330
H5 3.20753 2.46686 1.71847  0.060
H6 2.30399 1.76451 3.05281  0.391
H7 1.89082 5.37097 0.19052  0.338
H8 1.76953 4.48301 -1.31856  0.307
H9 2.93094 3.98706 -0.09406  0.238
H10 -2.13042 3.97012 -1.25665  0.319
H11 -0.53894 4.20482 -1.97053  0.352
H12 -1.13321 5.33681 -0.77526  0.351
H13 -2.91583 3.09683 2.18130  0.399
H14 -3.07819 1.61994 1.24736  0.157
H15 -3.17667 3.16733 0.44745  0.401
C11 4.89270 2.32483 -0.90797  -1.636
As1 3.54519 0.90882 -0.83590  0.647
C12 4.05630 -0.07631 -2.44623  -1.072
C13 4.30726 -0.29362 0.51825  0.390
C14 5.53750 -0.02000 1.10420  -0.250
C15 6.10296 -0.90305 2.01380  -0.760
C16 5.44857 -2.08100 2.33985  -0.804
C17 4.21078 -2.35528 1.77705  -0.681
C18 3.62422 -1.46772 0.88355  -0.004
As2 1.83148 -1.77775 0.20301  0.643
C19 1.97251 -3.52477 -0.66194  -1.266
C20 0.91369 -2.30947 1.84461  -0.783
H16 5.89227 1.92110 -1.06130  0.479
H17 4.87476 2.91919 0.00306  0.469
H18 4.64567 2.96952 -1.75077  0.413
H19 5.04443 -0.51693 -2.32870  0.357
H20 4.06275 0.61186 -3.29095  0.464
H21 3.32881 -0.86439 -2.64075  0.185
H22 6.07585 0.88594 0.86118  0.366
H23 7.06025 -0.67117 2.46133  0.414
H24 5.89445 -2.77758 3.03700  0.414
H25 3.70125 -3.27214 2.05003  0.357
H26 2.27221 -4.27746 0.06657  0.422
H27 2.70706 -3.49471 -1.46481  0.394
H28 0.99813 -3.78690 -1.07260  0.376
H29 1.50715 -3.02962 2.40582  0.550
H30 -0.04343 -2.75842 1.58266  0.163
H31 0.73028 -1.43642 2.47095  0.055
C21 -5.89005 1.62426 -1.78035  -0.562
C22 -4.66926 1.97975 -2.33758  -0.622
C23 -3.52046 1.28772 -1.98849  -0.601
C24 -3.58663 0.22489 -1.09059  0.545
C25 -4.81457 -0.13061 -0.53891  -0.071
C26 -5.96110 0.57103 -0.88109  -0.731
P1 -2.04454 -0.66480 -0.72035  0.783
C27 -1.90878 -1.74133 -2.18944  0.131
C28 -3.02332 -2.37472 -2.74157  -0.155
C29 -2.89347 -3.16184 -3.87222  -0.721
C30 -1.65074 -3.31984 -4.47460  -0.538
C31 -0.53922 -2.68617 -3.94335  -0.692
C32 -0.67119 -1.89874 -2.80674  -0.201
C33 -2.46809 -1.80256 0.64097  0.820
C34 -2.61455 -1.26622 1.91896  -0.077
C35 -2.85956 -2.08829 3.00662  -0.771
C36 -2.94677 -3.46258 2.83216  -0.688
C37 -2.79377 -4.00725 1.56544  -0.633
C38 -2.55649 -3.18491 0.47374  -0.832
H32 -6.78534 2.17006 -2.04661  0.412
H33 -4.61041 2.80129 -3.03950  0.432
H34 -2.56922 1.58138 -2.42157  0.338
H35 -4.87168 -0.95021 0.16673  0.413
H36 -6.91131 0.29338 -0.44449  0.439
H37 -3.99841 -2.24161 -2.28835  0.462
H38 -3.76347 -3.64903 -4.29198  0.423
H39 -1.55530 -3.93071 -5.36224  0.413
H40 0.42900 -2.79777 -4.41393  0.428
H41 0.20645 -1.40997 -2.39423  0.243
H42 -2.52977 -0.19673 2.06664  -0.068
H43 -2.97506 -1.65557 3.99176  0.448
H44 -3.13386 -4.10754 3.68034  0.393
H45 -2.86091 -5.07827 1.42646  0.414
H46 -2.43016 -3.62443 -0.50644  0.345

Atomic forces in eV per Å
Ca -0.27 -0.44 -0.20
C -0.35 0.12 -0.01
C 0.53 0.12 -0.23
C -0.51 0.23 0.32
C 0.28 0.01 -0.07
C 0.23 -0.02 0.35
C -0.07 -0.02 0.02
C 0.03 -0.05 0.07
C 0.08 0.04 -0.14
C -0.08 -0.04 -0.03
C -0.06 0.02 0.03
H -0.02 -0.01 -0.02
H 0.01 -0.01 0.00
H -0.01 0.02 0.00
H -0.01 0.00 0.01
H -0.01 0.01 0.00
H 0.00 0.00 0.00
H 0.00 0.01 -0.02
H -0.01 -0.01 0.01
H 0.01 0.02 0.03
H 0.00 0.00 -0.01
H 0.00 -0.01 0.00
H -0.02 0.00 0.01
H -0.03 0.00 -0.02
H 0.05 -0.02 -0.01
H -0.01 -0.01 -0.02
C -0.04 -0.12 -0.06
As 0.19 0.07 0.08
C -0.02 -0.01 0.01
C -0.19 -0.13 -0.02
C 0.08 0.00 0.02
C -0.03 -0.04 0.00
C 0.00 0.05 -0.02
C 0.04 -0.03 0.05
C 0.11 0.28 -0.13
As -0.29 -0.08 0.10
C 0.03 0.07 0.08
C 0.07 -0.07 0.02
H -0.03 -0.06 -0.01
H 0.01 -0.02 0.01
H -0.03 0.01 0.03
H 0.01 0.02 0.01
H -0.02 -0.01 -0.01
H 0.02 -0.02 0.00
H -0.01 0.01 -0.01
H 0.00 0.00 0.00
H 0.00 -0.01 0.00
H -0.01 0.01 0.00
H 0.01 0.02 0.01
H -0.02 0.05 -0.01
H 0.00 0.00 0.00
H -0.01 0.00 0.00
H -0.02 0.00 -0.01
H 0.03 -0.01 -0.02
C -0.02 0.00 0.00
C 0.06 0.02 -0.02
C -0.04 0.03 0.01
C -0.11 -0.02 0.12
C 0.10 0.01 0.02
C -0.04 0.02 0.00
P 0.20 0.03 -0.23
C 0.03 0.03 -0.02
C 0.00 0.03 0.02
C 0.00 -0.02 -0.02
C 0.00 0.00 0.00
C 0.03 0.00 -0.01
C 0.00 -0.03 0.03
C 0.09 -0.14 -0.09
C 0.03 0.04 0.02
C 0.00 0.03 0.03
C -0.01 -0.02 -0.02
C -0.01 -0.04 0.08
C 0.04 0.12 -0.05
H 0.00 0.00 0.00
H -0.01 0.00 0.00
H 0.01 -0.02 0.00
H -0.03 0.00 -0.01
H 0.00 0.00 0.00
H 0.00 0.00 0.00
H -0.01 0.00 0.00
H 0.01 0.00 0.00
H 0.00 -0.01 -0.01
H -0.01 0.01 0.01
H 0.01 0.01 0.02
H 0.00 0.00 0.00
H 0.00 0.00 0.00
H 0.00 0.00 -0.01
H -0.01 -0.01 -0.01

=====

Formula: C5H7N2
Source: the Open Molecules 2025 dataset
Level of theory: ωB97M-V with the def2-TZVPD basis set

The charge is +1. The calculation puts the energy above the lowest of the compared OMol25 structures with the same formula, charge and spin at 138.0 kcal/mol. The LUMO energy (alpha / beta) is -0.194 / -0.229 Eh. The highest occupied orbital energy (alpha / beta) comes out at -13.08 / -13.20 eV.

Last column: Mulliken charge in e.
CARTESIAN COORDINATES (ANGSTROEM)
C1 1.24749 0.11256 0.15401  -0.717
C2 -0.97194 -0.27014 -0.66514  -0.253
C3 0.42454 -0.55883 -0.60761  0.882
C4 -1.03028 1.32723 1.06242  0.347
C5 0.98880 -1.60051 -1.55632  -1.245
N1 -1.44819 0.57242 0.22635  -0.132
N2 -1.00775 1.98754 2.15340  -0.323
H1 2.14430 0.19999 0.71295  0.370
H2 -1.65848 -0.74887 -1.33736  0.466
H3 0.67984 -2.58221 -1.20231  0.325
H4 2.07315 -1.56110 -1.59488  0.373
H5 0.58315 -1.42273 -2.54933  0.357
H6 -0.60240 2.91587 2.19296  0.279
H7 -1.42222 1.62878 3.01086  0.271

Atomic forces in eV per Å
C -0.87 0.78 0.85
C 0.38 -0.47 0.24
C 0.78 -0.62 -0.97
C -0.16 -0.08 -0.55
C -0.25 -0.08 0.05
N -0.60 0.76 0.35
N 0.07 0.29 0.71
H 0.63 -0.12 -0.03
H -0.11 -0.07 -0.18
H 0.03 -0.12 -0.13
H -0.02 0.00 -0.02
H 0.05 -0.11 -0.13
H 0.04 -0.10 -0.06
H 0.05 -0.05 -0.13

=====

Formula: C17H36O2
Source: the Open Molecules 2025 dataset
Level of theory: ωB97M-V with the def2-TZVPD basis set

The calculation puts the energy above the lowest of the compared OMol25 structures with the same formula, charge and spin at 399.1 kcal/mol. The LUMO energy is 0.003 Eh. The highest occupied orbital energy comes out at -9.34 eV.

Last column: Mulliken charge in e.
CARTESIAN COORDINATES (ANGSTROEM)
C1 -0.17026 -3.13440 -1.62100  -0.662
C2 -1.65085 -2.82371 -1.13662  -1.126
C3 -1.80627 -1.84773 0.20131  -0.184
C4 -3.09798 -1.67928 0.57525  0.330
C5 -2.94165 -0.82439 1.71945  -0.883
C6 -2.30769 0.36767 1.52633  0.147
C7 -2.78279 1.47088 0.47601  -0.429
C8 -2.15645 1.65541 -0.97315  -0.315
C9 -1.55720 3.20410 -1.12489  -1.141
C10 -0.00030 2.92030 -0.57518  -0.624
C11 0.94371 2.08101 -1.25611  0.522
C12 2.48250 2.29046 -0.87235  -1.263
C13 2.86911 1.96211 0.59870  -1.536
C14 2.51751 0.83177 1.69081  0.118
C15 3.35870 -0.52083 1.69335  -0.314
C16 2.69890 -1.29043 0.49241  0.972
C17 3.48085 -2.40846 -0.05115  -0.712
H1 0.25622 -1.95849 -1.79684  0.032
H2 -0.44388 -3.46602 -2.77138  0.295
H3 0.10647 -3.97092 -0.94070  0.330
H4 -2.01657 -2.31251 -2.10222  0.327
H5 -2.17029 -3.77561 -1.08562  0.522
H6 -1.71863 -1.04464 -0.51438  -0.341
H7 -0.98787 -2.15598 0.88382  0.357
H8 -3.74165 -2.45726 1.20306  0.183
H9 -4.74392 -1.21478 0.06173  0.463
H10 -2.39821 -1.34867 2.48764  0.335
H11 -4.13287 -0.85968 2.10045  0.286
H12 -2.71457 0.72623 2.50086  0.376
H13 -0.99939 0.36715 1.64495  -0.603
H14 -3.87528 1.35001 0.09116  0.206
H15 -2.49518 2.36189 1.17407  0.405
H16 -3.12835 1.21510 -1.63055  0.406
H17 -1.43131 0.89800 -1.49550  0.211
H18 -1.46099 3.62108 -2.05901  0.496
H19 -2.36391 3.70948 -0.30640  0.301
H20 0.17061 2.91549 0.56380  0.176
H21 0.21428 4.08804 -0.77009  0.234
H22 0.70650 2.58743 -2.37620  0.209
H23 0.42569 1.10957 -1.36834  -0.281
H24 3.11017 1.76483 -1.41873  0.553
H25 2.74999 3.32869 -1.06539  0.493
H26 2.40538 2.65211 1.23799  0.544
H27 3.72256 2.30894 0.84356  1.000
H28 1.40605 0.73292 1.80064  -0.445
H29 2.52005 1.66310 2.79403  0.283
H30 4.44787 -0.36392 1.40805  0.297
H31 2.98895 -1.34262 2.56963  0.300
H32 2.49230 -0.60025 -0.29126  -0.224
H33 1.63404 -1.71791 0.88229  -0.292
H34 4.10344 -3.18495 0.76059  0.222
H35 3.00336 -3.35980 -0.73662  0.148
H36 3.85765 -1.88095 -2.19439  0.330
O1 -3.90553 -0.95209 -0.46927  -0.449
O2 4.52697 -1.68751 -0.97859  -0.586

Atomic forces in eV per Å
C -2.88 2.34 -2.46
C 0.51 0.64 -1.30
C 5.16 -4.54 -7.31
C -5.31 -1.03 2.35
C -5.49 -3.71 2.14
C 3.68 6.59 0.94
C 0.72 0.03 0.41
C -1.65 -1.24 -3.01
C -1.41 -5.28 5.86
C -2.21 7.21 3.21
C 0.14 0.85 -4.84
C -3.89 0.48 2.98
C -6.21 -1.89 0.31
C 0.03 2.04 2.55
C -2.62 -1.32 0.02
C -2.89 -1.26 2.18
C 3.28 -4.36 -1.91
H 0.01 -3.72 1.10
H 1.46 0.24 2.94
H 1.38 1.05 -0.80
H -0.39 -0.33 1.94
H -0.30 -0.12 0.34
H 1.44 1.50 1.06
H -0.78 0.85 -0.19
H 1.17 -0.11 -2.71
H 1.06 1.34 -2.23
H -0.11 -0.62 0.50
H 2.76 1.42 -0.12
H 1.31 1.44 -0.28
H -3.99 -0.10 -0.50
H 1.64 0.49 2.24
H -1.10 -0.82 -1.95
H 2.40 2.13 0.98
H -0.71 1.23 1.88
H -0.29 0.91 -2.14
H 2.98 -0.44 -2.51
H -1.09 -0.41 -1.33
H 0.80 -2.21 0.58
H 1.43 -1.80 2.03
H 1.45 -0.26 0.33
H 2.49 -2.78 -3.27
H -0.28 0.17 0.28
H -1.59 1.92 0.01
H 6.99 1.61 0.74
H 0.88 -0.78 -0.76
H 0.91 -3.00 -2.75
H -1.26 -0.26 1.15
H 2.01 2.84 -1.62
H -0.29 0.43 -0.83
H 2.23 1.05 -0.90
H -1.48 2.87 -1.93
H 0.58 3.20 1.89
H 3.12 1.05 5.24
O -1.46 -2.92 3.27
O -4.32 -2.63 -3.82